Record 1
41
Properties=species:S:1:pos:R:3:forces:R:3 method="wB97M-V/def2-TZVPD" homo_ev=-8.34 smiles="COCCNC(=O)Cn1nc(-c2ccc(C)cc2)ccc1=O" energy_ev=-27512.913
C 4.244647 5.753955 -1.103837 -0.02 0.08 -0.02
O 4.037797 4.418126 -0.718883 -0.03 -0.10 0.24
C 3.619409 3.561117 -1.759235 -0.26 -0.17 -0.25
C 2.122416 3.693372 -2.064347 0.31 0.09 -0.02
N 1.363241 3.244853 -0.917525 0.17 0.44 0.13
C 0.557350 2.169435 -0.993935 -0.21 0.24 0.47
O 0.183418 1.671321 -2.032507 -0.10 -0.30 -0.19
C 0.065909 1.638992 0.365356 0.18 0.19 -0.25
N 0.323991 0.215742 0.411610 0.51 0.04 -0.13
N -0.710156 -0.564467 0.625423 -0.76 -0.65 0.24
C -0.560553 -1.861001 0.637535 0.36 0.60 -0.06
C -1.758876 -2.665303 0.888071 -0.43 -0.25 0.07
C -1.682864 -3.939877 1.443380 0.09 0.25 -0.11
C -2.831392 -4.674292 1.672248 -0.14 -0.03 -0.02
C -4.082934 -4.163970 1.354601 0.09 0.00 0.04
C -5.328921 -4.962338 1.583205 -0.02 0.00 -0.05
C -4.156454 -2.886875 0.805548 0.05 -0.06 0.06
C -3.016233 -2.146596 0.576954 0.11 -0.06 -0.02
C 0.719312 -2.442058 0.391672 0.33 0.35 -0.08
C 1.779900 -1.633569 0.164274 -0.17 -0.26 0.03
C 1.627237 -0.198178 0.167650 -0.20 -0.17 0.12
O 2.504501 0.631362 -0.016965 0.26 0.06 0.01
H 4.653075 6.263385 -0.232958 -0.01 0.08 -0.06
H 4.961126 5.820104 -1.931633 -0.01 0.00 0.02
H 3.314489 6.249967 -1.403598 0.04 0.02 0.00
H 3.812326 2.547864 -1.396326 -0.01 0.06 -0.15
H 4.206545 3.744419 -2.669318 -0.01 0.00 0.05
H 1.862386 4.732588 -2.291702 0.05 -0.10 -0.13
H 1.848912 3.063800 -2.913039 0.03 0.10 0.05
H 1.787775 3.481197 -0.032081 -0.15 -0.19 0.02
H -1.012809 1.775185 0.453556 0.18 -0.01 -0.02
H 0.586259 2.133850 1.189377 -0.07 -0.03 -0.04
H -0.726696 -4.356630 1.723463 0.10 -0.04 0.02
H -2.752754 -5.660025 2.108612 -0.01 -0.08 0.05
H -5.123031 -5.846635 2.180933 -0.04 -0.06 0.04
H -6.081063 -4.361073 2.090923 -0.08 -0.02 0.04
H -5.748476 -5.282100 0.629233 -0.08 -0.06 -0.01
H -5.123107 -2.473968 0.554586 -0.10 0.06 -0.03
H -3.076487 -1.159242 0.147242 -0.03 0.09 -0.05
H 0.824266 -3.515711 0.358766 0.03 -0.08 0.01
H 2.766521 -2.016724 -0.046329 0.06 -0.01 -0.01

=====

Record 2
8
Properties=species:S:1:pos:R:3:forces:R:3 method="wB97M-V/def2-TZVPD" homo_ev="-8.47 / -8.42" energy_ev=-19080.142
C -0.386326 -1.334210 -1.693249 -0.16 -0.40 -0.76
C 0.798334 0.823318 0.758278 0.93 0.98 -1.54
O 0.182997 -0.343218 0.957683 0.96 -0.13 0.43
O -2.082559 0.189423 0.131098 -1.21 1.29 -0.62
O 0.649364 -0.894399 -1.703606 0.50 0.23 -0.21
S -1.297964 -0.888527 0.658513 0.45 -0.55 1.26
H 1.917623 0.697223 0.473837 -2.17 0.30 0.86
H 0.218530 1.750390 0.417446 0.70 -1.71 0.57

=====

Record 3
9
Properties=species:S:1:pos:R:3:forces:R:3 method="wB97M-V/def2-TZVPD" multiplicity=3 s_squared=2.038 homo_ev="-8.58 / -8.26" energy_ev=-49307.801
H 0.035790 2.056760 -0.891235 -0.16 -0.16 0.37
C -0.281996 1.189918 -0.303656 -1.65 0.89 -0.94
C 0.468381 0.592720 0.638103 0.95 -1.27 1.82
O -1.541829 0.865372 -0.659842 1.13 -0.47 0.56
O -2.055529 -0.313718 -0.080388 0.22 0.51 -0.19
Ni -0.810105 -1.740663 -0.010041 1.17 0.06 -0.11
C 1.143932 -1.177499 0.246952 -1.32 -0.73 0.80
C 0.967764 -0.369407 1.395757 -0.19 1.31 -2.77
H 2.073592 -1.103482 -0.335650 -0.14 -0.15 0.46

=====

Record 4
15
Properties=species:S:1:pos:R:3:forces:R:3 method="wB97M-V/def2-TZVPD" multiplicity=3 s_squared=2.019 homo_ev="-4.96 / -8.99" energy_ev=-9864.373
C 1.728151 -1.307684 -1.095837 -0.51 0.57 -0.11
C 0.425940 0.041150 -0.093769 2.81 2.62 3.36
C -0.267055 -0.619625 -1.010854 -0.53 -3.23 -2.76
C 0.684958 1.956940 2.276835 -5.45 -1.01 -0.72
C -0.289215 1.346425 1.548319 4.11 2.27 2.12
C -1.714163 -0.738175 -1.168941 -0.71 -1.98 -2.32
N 0.611607 -1.416851 -1.741344 -0.08 -0.42 -0.17
O 1.733983 -0.427350 -0.062918 -1.60 -0.47 -0.87
H 2.633312 -1.806389 -1.279026 0.98 -0.62 -0.45
H 0.333447 2.546292 3.133390 0.78 -0.13 0.14
H 1.676093 1.880153 1.997461 2.10 0.14 -0.51
H -1.257423 1.055196 1.412195 -2.37 -0.03 0.24
H -2.031774 -0.406986 -2.191761 0.28 0.35 0.80
H -1.997099 -1.862647 -1.319487 0.55 1.81 0.91
H -2.270761 -0.240448 -0.404263 -0.36 0.14 0.35

=====

Record 5
40
Properties=species:S:1:pos:R:3:forces:R:3 method="wB97M-V/def2-TZVPD" homo_ev="-12.10 / -12.10" total_charge=+1 energy_ev=-129601.644
Pd -0.151400 0.524670 0.030661 -1.63 -0.06 0.88
O -0.695736 -0.908974 -1.781945 0.38 0.06 -0.03
S -1.016911 -1.877401 -0.731491 -0.02 0.14 0.05
O -1.831478 -2.988080 -1.072747 -0.03 0.05 0.03
O -1.603075 -1.019123 0.378718 0.23 0.18 -0.17
C 0.549529 -2.521245 -0.079163 -0.06 -0.01 0.08
C 0.396343 -3.815875 0.393725 0.05 -0.09 0.05
C 1.441017 -4.512814 0.988860 0.01 0.02 0.00
C 2.676006 -3.916373 1.111235 -0.07 0.01 -0.03
C 2.860593 -2.627801 0.628760 0.09 0.02 0.02
C 1.827101 -1.911059 0.041355 -0.10 -0.05 -0.12
S 2.400869 -0.272941 -0.454451 0.51 0.40 0.62
O 3.814305 -0.292605 -0.553276 0.07 -0.05 -0.14
O 1.888976 0.713009 0.557132 0.19 -0.17 -0.52
O 1.652021 0.064417 -1.695976 -0.26 0.00 -1.64
H -0.562640 -4.300165 0.282975 -0.03 0.04 -0.02
H 1.274483 -5.520603 1.343145 0.00 -0.01 0.00
H 3.506515 -4.440074 1.562229 0.02 -0.01 0.01
H 3.836944 -2.171616 0.699436 0.00 0.01 -0.01
I -0.019609 3.287977 5.442569 0.01 0.03 0.05
C -0.564549 2.152211 3.823745 -0.04 -0.07 -0.06
C -1.614772 1.255916 3.738121 -0.04 -0.03 0.00
N -1.606842 0.740934 2.503911 -0.07 -0.01 -0.10
N -0.611620 1.274651 1.782742 0.46 -0.30 -0.11
C 0.053756 2.112322 2.573829 -0.05 0.09 -0.06
H -2.357278 0.956340 4.457850 0.01 0.03 0.04
H -2.168667 0.003224 2.090840 0.05 0.05 0.05
H 0.927144 2.630027 2.215296 0.02 0.00 0.00
Se 1.457067 0.967109 -3.636167 0.22 -0.56 1.10
C -0.116787 1.751516 -3.057447 -0.05 0.03 0.02
C -1.369943 1.368746 -3.544478 0.12 0.06 -0.06
C -2.497376 1.983200 -3.025099 -0.04 0.00 0.04
C -2.380006 2.893145 -1.981932 -0.04 -0.02 0.05
C -1.133883 3.235716 -1.450514 -0.05 -0.19 -0.06
C -0.002541 2.680821 -2.015547 0.28 0.13 0.05
H -1.448531 0.610990 -4.311025 -0.01 -0.02 0.00
H -3.476151 1.725621 -3.404507 0.00 -0.01 -0.01
H -3.273896 3.335308 -1.561419 -0.01 0.02 -0.02
H -1.060194 3.928718 -0.622677 0.02 0.03 -0.05
H 1.001216 2.900180 -1.667272 -0.14 0.27 0.09

=====

Record 6
66
Properties=species:S:1:pos:R:3:forces:R:3 method="wB97M-V/def2-TZVPD" homo_ev=-10.28 total_charge=+1 energy_ev=-62569.667
F -1.783002 -5.616733 -6.738064 -0.85 0.76 0.66
C -2.626998 -4.812876 -6.012505 -0.38 -0.56 -0.69
F -3.131374 -3.877135 -6.865780 0.40 -0.75 0.68
F -3.674231 -5.603701 -5.607185 0.98 0.74 -0.43
C -1.917142 -4.202223 -4.830277 0.08 0.18 0.08
C -1.868106 -2.821685 -4.657547 0.13 -0.15 0.39
C -1.214391 -2.287772 -3.529199 -0.25 -0.48 -0.37
N -1.242760 -0.898856 -3.347447 0.38 0.59 0.64
C -0.787152 -0.184247 -2.248470 -0.60 0.28 -0.85
S -0.052396 -0.794302 -0.882713 -0.45 -0.12 0.47
N -1.006447 1.153748 -2.371126 -0.13 0.02 0.25
C -0.670091 2.095340 -1.291474 0.28 -0.18 -0.35
C 0.859965 2.123218 -1.147225 0.02 -1.45 -0.71
C 1.580952 2.845778 -2.301065 -0.58 -0.19 0.25
C 2.651168 3.722614 -1.638939 0.00 0.14 -0.12
C 2.431554 3.614075 -0.124196 0.31 0.40 0.68
N 1.314072 2.726094 0.039575 -0.67 0.88 1.39
C -0.588045 -3.142210 -2.631514 0.34 -0.50 0.51
C -0.659251 -4.519258 -2.818112 -0.27 0.01 -0.58
C -0.039817 -5.424110 -1.787707 0.31 -0.57 0.46
F 0.393133 -6.599216 -2.332555 -0.36 1.01 0.58
F 1.034168 -4.835974 -1.171825 -0.90 -0.56 -0.41
F -0.941817 -5.745277 -0.802234 0.87 0.25 -0.77
C -1.323502 -5.068856 -3.911519 0.14 0.20 0.24
H -2.347144 -2.158524 -5.375790 0.07 -0.18 0.10
H -1.694844 -0.365255 -4.088333 0.24 -0.27 0.34
H -1.563869 1.497832 -3.145198 0.20 -0.11 0.25
H -1.034035 3.091059 -1.587135 0.00 -0.32 0.15
H -1.166609 1.767763 -0.359577 0.23 0.16 -0.30
H 1.180153 1.058944 -1.075136 -0.19 0.88 -0.74
H 1.980941 2.097386 -2.983229 0.12 0.24 -0.13
H 0.848756 3.453303 -2.839491 0.15 0.01 -0.12
H 3.645787 3.385063 -1.922781 0.05 0.11 0.09
H 2.546760 4.764399 -1.932992 0.10 -0.02 -0.19
H 3.356017 3.237520 0.348449 -0.12 -0.11 0.03
H 2.232072 4.580017 0.366246 0.09 -0.04 -0.34
H 0.692610 2.775702 0.848154 0.22 0.57 -1.30
H -0.054525 -2.750727 -1.753778 -0.46 -0.43 -0.89
H -1.366824 -6.144269 -4.044068 -0.03 0.12 -0.06
C -1.501699 -0.175441 4.942032 -0.55 -0.36 0.36
N -0.623696 0.577242 4.057514 0.47 0.27 -0.33
C 0.227420 -0.173558 3.257543 0.29 0.71 0.08
C 0.226292 -1.578141 3.308784 0.26 -0.73 -0.04
C 1.175190 -2.306403 2.593073 -0.49 0.53 0.40
C 2.157058 -1.655248 1.819728 0.44 0.81 -0.27
C 2.176235 -0.272172 1.747940 -0.06 -0.68 -0.05
C 1.218172 0.491099 2.461525 -0.55 0.36 0.12
C 1.271157 1.898080 2.478233 0.91 -0.74 1.90
C 0.449566 2.642711 3.356991 -0.14 -0.50 -0.41
C -0.544978 1.960670 4.139888 0.57 -0.42 -0.08
C -1.294857 2.707449 5.073087 -0.06 0.75 0.46
C -1.047559 4.069366 5.250163 -0.06 -0.97 -0.24
C -0.054691 4.730152 4.499828 0.76 -0.04 -0.68
C 0.673686 4.031176 3.547506 -0.50 0.41 0.60
H -2.126099 0.487010 5.533612 0.11 -0.21 -0.22
H -2.157856 -0.822853 4.348713 0.13 0.18 0.14
H -0.925725 -0.801544 5.639446 -0.06 0.28 -0.26
H -0.468110 -2.098641 3.972997 0.31 0.11 -0.52
H 1.176298 -3.395120 2.655891 -0.04 0.32 0.00
H 2.929099 -2.226580 1.298775 -0.39 0.12 0.14
H 2.913607 0.275096 1.151017 -0.26 -0.32 0.20
H 2.153825 2.369722 2.045047 -0.39 -0.14 0.22
H -2.018051 2.224589 5.732667 0.25 0.38 -0.38
H -1.614084 4.618446 6.003689 0.17 -0.19 -0.23
H 0.178674 5.780428 4.690780 -0.21 -0.36 -0.11
H 1.457389 4.505817 2.947293 -0.34 -0.08 0.30